{"formula": "C26H20BFI3N10OTl", "method": "ωB97M-V with the def2-TZVPD basis set", "symbols": ["Tl", "C", "C", "N", "N", "C", "B", "N", "C", "C", "C", "N", "N", "C", "C", "C", "N", "N", "C", "C", "C", "N", "H", "H", "H", "H", "H", "H", "H", "H", "H", "H", "H", "H", "I", "C", "C", "C", "I", "C", "C", "C", "C", "N", "C", "C", "O", "H", "H", "H", "H", "I", "C", "C", "C", "C", "N", "C", "H", "H", "H", "H", "F"], "coordinates": [[0.127, -0.709, -0.735], [-1.683, -3.713, 1.786], [-1.141, -3.297, 0.578], [-0.444, -2.183, 0.767], [-0.511, -1.864, 2.073], [-1.270, -2.771, 2.705], [0.213, -0.615, 2.590], [-0.487, 0.646, 2.026], [-1.268, 1.513, 2.684], [-1.643, 2.509, 1.808], [-1.044, 2.162, 0.605], [-0.352, 1.035, 0.752], [1.668, -0.643, 2.065], [2.796, -0.652, 2.792], [3.870, -0.772, 1.938], [3.300, -0.843, 0.673], [1.978, -0.752, 0.764], [0.229, -0.502, 4.098], [0.760, 0.533, 4.798], [0.581, 0.282, 6.137], [-0.082, -0.954, 6.172], [-0.274, -1.394, 4.951], [-2.291, -4.574, 1.962], [-1.238, -3.729, -0.399], [-1.464, -2.695, 3.756], [-1.517, 1.391, 3.716], [-2.254, 3.360, 2.009], [-1.089, 2.685, -0.329], [2.783, -0.575, 3.858], [4.909, -0.804, 2.187], [3.793, -0.971, -0.269], [1.218, 1.365, 4.301], [0.878, 0.887, 6.967], [-0.415, -1.517, 7.019], [-5.309, -0.906, -0.288], [-4.217, 0.302, -1.585], [-4.839, 1.157, -2.471], [-4.095, 1.980, -3.293], [-5.127, 3.308, -4.555], [-2.675, 1.955, -3.261], [-1.852, 2.778, -4.050], [-0.488, 2.721, -3.900], [0.051, 1.818, -2.983], [-0.697, 1.017, -2.255], [-2.031, 1.072, -2.359], [-2.798, 0.220, -1.451], [-2.261, -0.492, -0.587], [-5.917, 1.193, -2.519], [-2.297, 3.461, -4.758], [0.168, 3.359, -4.470], [1.119, 1.750, -2.837], [5.503, 1.697, -2.859], [3.986, 0.257, -3.123], [4.021, -0.653, -4.172], [2.993, -1.576, -4.269], [1.975, -1.558, -3.327], [1.943, -0.672, -2.337], [2.925, 0.218, -2.234], [4.824, -0.634, -4.894], [2.981, -2.305, -5.065], [1.159, -2.263, -3.373], [2.868, 0.915, -1.410], [-0.552, -1.956, -2.119]], "spin_multiplicity": 2, "lumo_ev": [-3.5, -5.4], "orbital_gap_ev": [7.71, 5.95], "s_squared": 0.7874, "charge": 1, "e_homo_ev": [-11.179, -11.387]}

{"formula": "C2H4INO", "method": "ωB97M-V with the def2-TZVPD basis set", "symbols": ["C", "C", "N", "O", "I", "H", "H", "H", "H"], "coordinates": [[0.764, -0.703, -0.144], [0.811, 0.515, 0.253], [-0.010, -1.557, -0.765], [1.852, 1.129, 0.879], [-3.377, 0.794, -0.256], [-0.201, 1.026, -0.239], [-1.892, -0.192, -0.177], [-0.639, -1.907, -0.041], [2.692, 0.895, 0.490]], "spin_multiplicity": 3, "lumo_ev": [0.2, -2.7], "e_above_lowest_ev": 1.6124, "orbital_gap_ev": [7.18, 7.34], "s_squared": 2.0106, "e_homo_ev": [-7.012, -9.991]}

{"formula": "C6H13FNO", "method": "ωB97M-V with the def2-TZVPD basis set", "symbols": ["C", "C", "F", "C", "C", "N", "C", "C", "O", "H", "H", "H", "H", "H", "H", "H", "H", "H", "H", "H", "H", "H"], "coordinates": [[2.778, 0.751, -0.205], [2.185, -0.771, -0.327], [3.176, -1.674, 0.370], [0.744, -1.022, 0.410], [-0.236, 0.290, 0.496], [-1.624, -0.129, 1.020], [-2.524, -0.370, -0.178], [-2.059, 0.971, -1.054], [-0.599, 1.030, -0.722], [2.340, 1.391, 0.671], [3.957, 0.675, -0.041], [2.651, 1.254, -1.274], [2.161, -1.108, -1.452], [0.960, -1.491, 1.482], [0.178, -1.854, -0.208], [0.122, 1.013, 1.348], [-1.667, -0.766, 1.845], [-1.977, 0.812, 1.368], [-2.303, -1.280, -0.890], [-3.615, -0.393, 0.250], [-2.532, 1.988, -0.713], [-2.115, 0.681, -2.198]], "spin_multiplicity": 1, "lumo_ev": -3.7, "e_above_lowest_ev": 3.6715, "orbital_gap_ev": 11.17, "charge": 1, "e_homo_ev": -14.833}